Record 1
{"formula": "C11H74NO25", "method": "ωB97M-V with the def2-TZVPD basis set", "e_above_lowest_kj_mol": 827.6, "homo_energy_ev": -11.0, "gap_ha": 0.295, "charge": 1, "energy_ev": -65265.2436, "elements": ["C", "C", "C", "C", "N", "C", "C", "C", "C", "C", "C", "C", "H", "H", "H", "H", "H", "H", "H", "H", "H", "H", "H", "H", "H", "H", "H", "H", "H", "H", "H", "H", "H", "H", "H", "H", "O", "H", "H", "O", "H", "H", "O", "H", "H", "O", "H", "H", "O", "H", "H", "O", "H", "H", "O", "H", "H", "O", "H", "H", "O", "H", "H", "O", "H", "H", "O", "H", "H", "O", "H", "H", "O", "H", "H", "O", "H", "H", "O", "H", "H", "O", "H", "H", "O", "H", "H", "O", "H", "H", "O", "H", "H", "O", "H", "H", "O", "H", "H", "O", "H", "H", "O", "H", "H", "O", "H", "H", "O", "H", "H"], "xyz": [[3.093, 0.903, -3.023], [1.634, 0.487, -2.804], [1.351, -0.768, -2.044], [1.548, -0.544, -0.457], [0.489, -1.148, 0.457], [0.874, -0.903, 1.851], [0.450, -2.222, 2.720], [0.029, -3.160, 1.639], [0.574, -2.561, 0.260], [-0.991, -0.673, 0.141], [-1.157, 0.835, 0.071], [-2.687, 1.235, 0.225], [3.251, 1.925, -3.475], [3.796, 0.237, -3.471], [3.545, 1.064, -2.076], [1.189, 0.271, -3.689], [1.080, 1.314, -2.585], [1.981, -1.679, -2.342], [0.315, -0.952, -2.109], [1.306, 0.566, -0.098], [2.585, -0.708, -0.202], [0.569, -0.122, 2.117], [2.148, -0.834, 1.948], [-0.217, -2.302, 3.582], [1.306, -2.498, 3.294], [-0.986, -3.188, 1.531], [0.361, -4.210, 1.725], [-0.012, -3.022, -0.549], [1.456, -2.830, 0.223], [-1.525, -1.033, 0.870], [-1.199, -0.952, -0.783], [-0.838, 1.369, -0.814], [-0.510, 1.218, 0.887], [-3.033, 1.035, -0.762], [-2.866, 2.400, 0.483], [-3.326, 0.669, 0.966], [-3.337, 0.217, 3.556], [-3.636, -0.393, 2.718], [-3.842, -0.236, 4.410], [-3.139, -3.520, -0.014], [-2.965, -4.486, 0.394], [-3.422, -3.856, -0.910], [-1.013, -0.451, -5.543], [-1.435, -0.602, -6.425], [-0.938, 0.477, -5.495], [-1.748, 3.680, -2.885], [-1.859, 2.689, -2.874], [-0.786, 3.851, -3.265], [-3.601, 3.983, 1.585], [-2.785, 4.024, 1.280], [-3.576, 3.383, 2.378], [-6.478, 2.655, -0.921], [-7.435, 2.653, -0.506], [-5.578, 2.716, -0.383], [2.520, 3.127, -1.822], [2.770, 2.539, -1.090], [3.109, 3.825, -1.813], [0.133, -4.063, 4.714], [0.077, -5.029, 4.849], [-0.640, -3.760, 5.086], [3.148, -4.874, -1.294], [2.942, -5.646, -0.696], [2.459, -4.576, -1.955], [-2.669, 1.821, -3.503], [-2.830, 1.922, -4.444], [-3.463, 1.473, -3.165], [-3.641, -1.811, 2.435], [-4.064, -2.376, 3.082], [-3.681, -1.969, 1.489], [1.343, 2.158, 3.772], [1.999, 2.525, 4.403], [0.499, 2.463, 4.089], [4.758, 0.335, 1.512], [5.111, -0.574, 1.255], [4.238, 0.324, 2.342], [3.145, 1.418, -6.723], [2.737, 0.622, -6.328], [3.896, 1.414, -6.105], [0.301, -1.522, 6.089], [-0.147, -2.086, 6.828], [0.392, -2.244, 5.458], [-0.545, 3.643, 1.044], [-0.682, 4.012, 0.310], [-0.398, 4.290, 1.833], [-3.205, 2.745, 3.045], [-3.241, 1.749, 3.107], [-3.260, 3.092, 3.874], [4.996, 2.659, -0.267], [4.876, 1.701, 0.122], [5.901, 2.590, -0.813], [-0.815, -2.614, -4.025], [-0.786, -1.775, -4.413], [-1.632, -2.791, -3.448], [0.944, -4.204, -2.802], [0.524, -5.126, -2.911], [0.283, -3.661, -3.145], [0.945, 3.724, -4.056], [1.146, 4.647, -4.337], [1.459, 3.512, -3.276], [3.425, 0.181, 3.347], [2.659, 0.719, 3.399], [3.706, -0.096, 4.202], [-5.718, -0.112, 0.938], [-5.326, -0.425, 1.663], [-6.199, 0.680, 1.262], [4.817, -2.480, 0.142], [5.293, -3.080, 0.757], [4.354, -3.074, -0.383], [1.742, 2.708, 1.674], [0.922, 3.085, 1.508], [1.348, 2.273, 2.413]]}

---

Record 2
{"formula": "C11H7AlClF10N2O5S3", "method": "ωB97M-V with the def2-TZVPD basis set", "homo_energy_ev": -7.9, "gap_ha": 0.251, "charge": -1, "energy_ev": -103538.2983, "elements": ["C", "C", "O", "C", "C", "C", "S", "O", "O", "F", "C", "S", "O", "O", "C", "F", "F", "C", "F", "F", "F", "C", "N", "S", "N", "C", "C", "Cl", "H", "H", "H", "H", "H", "H", "H", "F", "Al", "F", "F", "F"], "xyz": [[-1.693, -0.819, -1.808], [-2.237, 0.438, -2.643], [-3.602, 0.164, -3.061], [-2.263, 1.822, -1.780], [-1.613, 1.607, -0.310], [-0.033, 1.549, -0.057], [1.202, 1.666, -1.427], [1.884, 3.012, -1.259], [2.192, 0.520, -1.404], [0.531, 1.671, -2.960], [0.452, 1.389, 1.407], [2.196, 1.304, 2.017], [3.244, 1.767, 1.052], [2.262, 2.252, 3.211], [2.530, -0.403, 2.744], [1.373, -1.030, 3.272], [3.419, -0.204, 3.854], [3.221, -1.440, 1.732], [4.592, -1.125, 1.459], [2.478, -1.697, 0.562], [3.274, -2.698, 2.432], [-0.666, 1.288, 2.535], [-0.454, 1.175, 3.974], [-1.935, 1.055, 4.795], [-3.095, 1.159, 3.526], [-2.231, 1.288, 2.369], [-2.654, 1.460, 0.853], [-4.476, 1.469, 0.562], [-0.563, -0.712, -1.589], [-2.288, -1.004, -0.839], [-1.788, -1.794, -2.418], [-1.597, 0.566, -3.600], [-3.851, -0.654, -2.568], [-1.607, 2.643, -2.272], [-3.321, 2.247, -1.750], [2.561, -4.157, -0.772], [1.422, -3.988, -2.124], [0.046, -2.992, -1.607], [0.849, -5.594, -2.618], [2.239, -3.204, -3.492]]}